139
Properties=species:S:1:pos:R:3:forces:R:3 method="wB97M-V/def2-TZVPD" e_tot_ev=-138405.230 charge=-1 homo_energy_ha="-0.2008 / -0.1977" multiplicity=4
Co 4.956283 -13.244194 -36.903473 0.27 -3.19 0.43
C 2.668491 -15.614022 -35.600304 -0.43 4.74 -0.55
O 1.537406 -15.111765 -34.826434 1.22 -1.91 -0.99
O 3.436328 -14.424587 -35.799762 1.68 -1.46 0.18
C 3.248384 -16.970900 -34.998771 -0.44 2.40 -2.09
F 4.254767 -16.852024 -34.156994 1.08 0.06 0.29
F 2.346009 -17.695345 -34.379646 -1.16 -0.82 0.51
F 3.638674 -17.672433 -36.102732 0.54 -0.49 0.49
C 0.271439 -15.563819 -35.285941 -0.74 1.34 2.87
C -0.639256 -15.100611 -34.099289 -0.21 -1.11 -0.93
H -1.622523 -15.528245 -34.295274 -0.56 0.40 -0.19
H -0.376476 -15.584955 -33.158835 0.49 0.24 0.01
H -0.636539 -14.012229 -34.039872 -0.03 -0.25 0.09
H 0.197196 -16.648585 -35.362495 0.13 -0.11 -0.45
H -0.101133 -14.990243 -36.134643 0.45 -0.34 -0.45
H 2.326492 -15.736685 -36.627967 -0.39 -1.48 0.00
C 8.793422 -13.477694 -39.498288 -0.10 0.84 0.35
C 7.337290 -12.957195 -39.183715 0.64 1.38 0.73
C 6.684498 -12.304359 -40.448404 0.25 -2.06 -0.65
C 6.353419 -13.434737 -41.463706 0.54 1.33 0.03
C 5.405951 -14.399897 -40.871407 0.22 -0.42 1.40
C 5.973030 -15.045751 -39.535332 -1.60 -0.49 0.14
N 6.366799 -13.919141 -38.565743 -0.15 -0.07 -0.71
O 6.756704 -14.318343 -37.236562 -1.37 0.79 -1.11
C 7.076793 -16.071265 -39.839541 1.12 -0.22 0.56
C 4.761157 -15.837278 -38.934024 0.22 0.09 0.36
C 7.442243 -11.738780 -38.216671 -1.13 -0.53 0.10
H 9.226101 -14.209199 -38.815801 -0.75 -0.58 -0.16
H 9.497120 -12.667952 -39.305361 -0.18 0.53 -0.19
H 8.942952 -13.712477 -40.552148 -0.10 -0.46 0.16
H 7.328819 -11.568963 -40.930216 0.31 0.00 0.28
H 5.759145 -11.788943 -40.191169 -0.03 -0.04 0.24
H 7.239978 -14.003371 -41.744355 0.26 0.36 -0.25
H 5.905335 -12.990142 -42.352336 0.16 -0.03 -0.26
H 5.199782 -15.162492 -41.622422 -0.21 -0.36 0.34
H 4.485343 -13.866363 -40.634917 -0.28 -0.22 0.14
H 6.734717 -17.038410 -40.207923 -0.55 0.30 -0.49
H 7.640343 -16.407100 -38.969069 -0.37 0.43 0.71
H 7.910136 -15.726609 -40.451784 -0.40 0.22 -0.52
H 5.025724 -16.368344 -38.019650 0.18 0.07 0.00
H 4.337953 -16.568009 -39.623243 0.51 -0.15 -0.38
H 3.876310 -15.249155 -38.690612 0.26 0.64 0.11
H 8.020825 -10.927718 -38.658840 0.25 -0.16 0.23
H 7.648143 -11.945479 -37.166442 0.84 -0.27 -0.25
H 6.417115 -11.371742 -38.166820 -0.33 0.41 -0.06
B 0.248641 -11.198496 -35.690931 0.40 -1.39 2.83
F 1.461652 -11.638686 -36.215285 0.58 0.65 -0.68
F 0.395686 -10.755063 -34.332284 0.50 1.12 -1.05
F -0.468076 -10.397370 -36.511369 -0.19 1.93 -1.26
F -0.545733 -12.312450 -35.504811 -1.27 -2.15 -0.26
C 4.541595 -24.011901 -35.931727 1.13 0.62 -1.48
C 4.845047 -22.682482 -36.728746 -0.09 0.13 0.90
C 5.856059 -21.811302 -35.977005 -0.04 -0.29 0.30
C 6.277209 -20.525772 -36.694906 1.02 0.14 0.46
C 7.177098 -19.552112 -35.828513 -0.94 0.91 -0.40
C 7.351542 -18.130968 -36.417988 0.03 -0.30 -0.88
H 3.937138 -23.846967 -35.039805 -0.30 0.02 -0.35
H 5.470773 -24.465804 -35.587192 0.25 0.16 0.09
H 4.162954 -24.746259 -36.642686 -0.67 -0.04 0.37
H 5.193906 -22.745385 -37.759491 0.18 -0.96 -0.06
H 3.910196 -22.138692 -36.864564 -0.19 0.18 0.30
H 6.758640 -22.395714 -35.798348 0.25 -0.25 -0.25
H 5.487524 -21.713439 -34.955870 -0.23 0.77 0.07
H 6.870023 -20.861650 -37.545709 0.42 -0.04 -0.11
H 5.452016 -20.051997 -37.226610 -0.33 0.50 0.68
H 6.717615 -19.315099 -34.868929 -0.40 -0.59 0.21
H 8.152139 -19.965132 -35.570020 0.00 -0.38 -0.30
H 6.386272 -17.667426 -36.621654 -0.09 0.04 0.32
H 7.942871 -17.443766 -35.812854 -0.17 -0.17 0.37
H 7.849385 -18.107687 -37.387370 0.16 -0.37 -0.18
C 3.140149 -20.859043 -33.367797 0.50 -0.63 0.68
C 1.943252 -21.286517 -32.508425 -0.02 -0.01 -0.99
C 2.152498 -21.036919 -31.026653 -2.37 0.59 0.00
C 0.826248 -21.423495 -30.233386 1.74 0.08 -0.08
C 0.974483 -21.169772 -28.687135 0.46 -1.12 -2.02
C -0.297309 -21.290614 -27.906416 -0.47 0.97 0.44
H 3.946244 -21.572318 -33.195912 0.22 -0.07 -0.24
H 3.529434 -19.904629 -33.013328 -0.15 0.19 -0.08
H 2.961825 -20.769568 -34.439388 -0.20 -0.13 0.10
H 1.109167 -20.745054 -32.954762 -0.44 0.38 0.65
H 1.635391 -22.324485 -32.634697 0.42 -0.34 -0.32
H 2.210610 -19.950410 -30.961539 0.78 0.04 0.52
H 3.029934 -21.566344 -30.655314 0.02 0.21 0.13
H 0.002240 -20.863116 -30.675069 0.02 0.23 0.21
H 0.663205 -22.455924 -30.542573 -0.34 -0.34 0.62
H 1.680055 -21.916542 -28.323003 0.28 0.08 0.08
H 1.465876 -20.198444 -28.630951 -0.23 0.15 0.47
H -1.019850 -20.577675 -28.303602 -0.31 -0.12 -0.09
H -0.746799 -22.283189 -27.877119 0.17 -0.03 -0.21
H -0.137176 -20.960279 -26.880097 0.02 -0.18 0.17
C -2.080022 -19.948610 -32.173952 0.59 0.61 1.14
N -2.156490 -19.359941 -33.539417 0.18 1.58 -1.06
O -2.986165 -19.831982 -34.284611 -0.30 -0.63 0.16
O -1.437735 -18.415173 -33.885351 -0.40 -1.35 1.33
H -1.414771 -19.360720 -31.541546 0.58 -0.08 -0.61
H -1.765329 -20.990015 -32.241439 -0.15 0.21 -0.13
H -2.997265 -19.832006 -31.596750 -0.54 -0.31 -0.89
C -2.800178 -12.952763 -31.899931 -0.38 -0.89 0.43
N -1.400262 -12.611785 -31.410920 1.20 0.77 -1.97
O -1.174305 -12.397096 -30.244098 -1.07 -0.40 1.16
O -0.547064 -12.430072 -32.264935 -1.14 -0.59 0.17
H -3.398568 -13.338069 -31.074361 0.11 0.82 0.38
H -2.862849 -13.803843 -32.578046 1.10 0.21 -0.35
H -3.231490 -12.098958 -32.422505 0.26 0.09 0.39
C 1.930409 -11.863499 -39.721503 0.94 -0.49 -1.34
N 3.138091 -11.763476 -38.869796 0.66 2.43 1.92
O 3.721148 -10.683752 -38.768357 -0.81 -1.19 -0.69
O 3.479818 -12.727448 -38.205508 -0.71 -0.73 -0.57
H 1.913384 -12.906079 -40.039053 -0.55 0.01 0.31
H 2.205208 -11.268475 -40.592437 -0.30 0.18 0.08
H 1.013747 -11.487407 -39.267183 0.44 -0.15 0.50
C -0.639770 -16.488718 -39.355108 0.22 -0.42 -0.16
N 0.444527 -15.460162 -39.355149 -0.65 1.05 -0.73
O 0.578910 -14.706147 -38.434959 -0.44 0.01 1.62
O 1.085373 -15.300542 -40.364667 0.55 -0.93 -1.54
H -0.204377 -17.394147 -39.777882 0.17 -0.11 0.59
H -1.406531 -16.236157 -40.087499 0.10 0.70 0.27
H -1.036013 -16.558219 -38.342060 0.14 -0.19 -0.24
C 6.503452 -15.646707 -32.142030 0.79 0.01 -0.43
N 6.055838 -14.699927 -33.201253 -1.63 2.31 -1.84
O 4.938769 -14.180164 -33.052358 2.14 -1.13 0.16
O 6.796882 -14.411584 -34.179126 -1.00 -1.14 2.41
H 6.609894 -15.094783 -31.208138 -0.11 0.12 -0.20
H 7.476941 -15.993852 -32.488306 -0.16 -0.23 0.22
H 5.783424 -16.452869 -32.001412 -0.01 0.23 -0.33
C -2.035581 -12.946580 -37.728125 1.31 0.79 -1.29
N -2.595655 -12.791215 -39.130163 -1.59 -1.93 1.45
O -3.223924 -11.823771 -39.427202 -0.13 2.12 0.03
O -2.590844 -13.771677 -39.838874 1.02 -1.26 -0.88
H -1.156263 -12.308913 -37.819012 -0.20 0.36 0.84
H -1.601611 -13.940514 -37.619259 -0.72 0.04 0.09
H -2.760465 -12.585281 -36.998659 0.32 -0.10 -0.24
C 2.039074 -17.162044 -30.889001 0.59 -0.03 -0.83
N 1.447293 -15.839573 -31.159272 0.01 -0.46 -1.44
O 1.961482 -15.178868 -32.064537 -1.09 -0.41 2.02
O 0.422930 -15.655347 -30.534720 -0.45 1.36 0.01
H 2.754070 -17.175423 -31.711628 0.70 -0.80 0.71
H 1.299016 -17.948535 -31.036812 -0.21 0.35 -0.07
H 2.353993 -17.187333 -29.845797 0.46 0.02 -0.32